Density functional theory data (ωB97M-V/def2-TZVPD) for a 5-piece molecular cluster, C30H25N5O10 overall.

```
! RIJCOSX wB97M-V def2-TZVPD def2/J DEFGRID3
* xyz 0 1
O -9.04 -1.77 3.73
N -8.31 -2.69 4.01
O -8.71 -3.78 4.49
C -6.92 -2.53 3.87
C -5.98 -3.57 3.93
C -4.59 -3.42 4.01
C -4.13 -2.09 3.90
C -4.97 -0.97 3.78
C -6.36 -1.23 3.81
H -6.43 -4.55 3.95
H -3.83 -4.17 4.17
H -3.07 -1.96 4.08
H -4.54 0.01 3.90
H -6.92 -0.31 3.84
O 6.91 6.16 -4.31
N 7.16 5.93 -3.15
O 8.05 6.48 -2.60
C 6.39 4.98 -2.34
C 6.68 4.68 -1.00
C 6.03 3.81 -0.22
C 4.92 3.31 -0.84
C 4.61 3.56 -2.23
C 5.40 4.34 -3.01
H 7.44 5.20 -0.43
H 6.31 3.50 0.78
H 4.31 2.73 -0.17
H 3.69 3.03 -2.47
H 5.10 4.55 -4.02
O 2.66 -3.10 -3.10
N 3.38 -4.13 -3.28
O 4.51 -4.15 -3.02
C 2.79 -5.37 -3.85
C 1.45 -5.53 -3.98
C 0.84 -6.63 -4.66
C 1.76 -7.57 -5.24
C 3.12 -7.36 -5.06
C 3.66 -6.34 -4.34
H 0.75 -4.74 -3.73
H -0.24 -6.64 -4.62
H 1.52 -8.55 -5.63
H 3.78 -8.09 -5.51
H 4.74 -6.22 -4.30
O 0.49 1.73 0.52
N 1.25 0.84 0.11
O 2.25 1.04 -0.60
C 0.92 -0.46 0.55
C 1.39 -1.58 -0.11
C 0.99 -2.85 0.36
C 0.10 -2.98 1.44
C -0.26 -1.89 2.18
C 0.12 -0.64 1.71
H 2.04 -1.53 -0.97
H 1.30 -3.64 -0.31
H -0.20 -4.01 1.53
H -0.99 -1.98 2.96
H -0.26 0.17 2.30
O -4.40 7.23 -0.63
N -4.50 6.86 0.52
O -5.34 7.27 1.33
C -3.57 5.89 1.02
C -3.61 5.46 2.39
C -2.84 4.51 2.92
C -1.99 3.82 2.04
C -1.77 4.27 0.74
C -2.65 5.17 0.21
H -4.28 5.87 3.13
H -2.88 4.37 3.99
H -1.42 2.96 2.32
H -1.12 3.77 0.04
H -2.69 5.50 -0.81
*
```

Calculated values
* DFT total energy: -59423.902 eV
* HOMO level: -9.672 eV
* LUMO level: -1.20 eV
* relative energy (zero: lowest compared OMol25 entry of this formula, charge and spin): 86.1 kcal/mol


Density functional theory data (ωB97M-V/def2-TZVPD) for C30H26CoN10O6S2Se as an isolated structure.

```
! RIJCOSX wB97M-V def2-TZVPD def2/J DEFGRID3
* xyz -2 4
Co 0.20 -0.75 -0.60
C -3.14 -1.51 -4.94
C -2.10 -2.42 -4.81
C -0.99 -2.13 -4.03
C -0.90 -0.90 -3.36
C -1.96 0.00 -3.49
C -3.06 -0.30 -4.27
N 0.19 -0.64 -2.52
C 1.47 -0.82 -3.02
C 1.85 -0.79 -4.37
C 3.17 -1.00 -4.73
C 4.14 -1.26 -3.76
C 3.81 -1.27 -2.42
C 2.49 -1.02 -2.05
N 2.00 -0.99 -0.78
N 2.74 -1.28 0.26
C 2.01 -1.32 1.37
C 2.60 -1.68 2.61
C 1.81 -1.82 3.71
C 0.43 -1.57 3.60
C -0.07 -1.17 2.39
N 0.67 -1.03 1.29
H -4.00 -1.75 -5.55
H -2.16 -3.39 -5.30
H -0.22 -2.87 -3.88
H -1.92 0.95 -2.97
H -3.87 0.42 -4.36
H 1.10 -0.60 -5.13
H 3.45 -0.98 -5.78
H 5.16 -1.46 -4.07
H 4.54 -1.46 -1.65
H 3.67 -1.85 2.62
H 2.23 -2.12 4.66
H -0.23 -1.69 4.45
H -1.13 -0.95 2.28
N -1.09 4.27 6.35
C -0.12 3.88 5.41
C 0.29 2.55 5.33
C 1.26 2.17 4.43
C 1.85 3.13 3.60
C 1.45 4.45 3.68
C 0.47 4.83 4.58
S 3.03 2.58 2.39
O 3.94 1.69 3.07
O 3.61 3.77 1.81
N 2.14 1.72 1.38
C 1.38 2.25 0.43
S 1.33 4.01 0.03
C 0.09 3.69 -1.14
C -0.17 2.37 -1.20
N 0.53 1.56 -0.33
H -1.70 3.52 6.64
H -1.60 5.10 6.10
H -0.18 1.81 5.97
H 1.58 1.14 4.34
H 1.92 5.17 3.02
H 0.15 5.87 4.64
H -0.34 4.48 -1.73
H -0.87 1.91 -1.86
O 0.33 -5.04 -2.19
Se -0.48 -4.44 -0.92
O -0.26 -5.29 0.43
O 0.04 -2.87 -0.65
O -2.09 -4.38 -1.29
N -4.45 -2.78 -0.94
C -3.85 -1.63 -0.58
C -2.46 -1.53 -0.82
N -1.74 -0.53 -0.37
C -2.41 0.48 0.24
C -3.78 0.43 0.34
N -4.52 -0.62 -0.04
H -3.79 -3.57 -1.05
H -5.37 -2.95 -0.57
H -1.96 -2.34 -1.33
H -1.82 1.30 0.62
H -4.32 1.27 0.77
*
```

Calculated values
* ⟨S²⟩: 3.80
* DFT total energy: -183361.709 eV
* HOMO level (spin up / spin down): -1.466 / -2.513 eV
* LUMO level (spin up / spin down): 3.90 / 3.90 eV
* relative energy (zero: lowest compared OMol25 entry of this formula, charge and spin): 20.7 kcal/mol


Density functional theory data (ωB97M-V/def2-TZVPD) for C30H26CrNO3 as an isolated structure.

```
! RIJCOSX wB97M-V def2-TZVPD def2/J DEFGRID3
* xyz 2 4
C 0.59 -2.79 5.50
C 0.83 -3.52 4.32
C 1.13 -2.85 3.12
C 1.04 -1.45 3.05
C 1.06 -0.73 1.68
C 1.95 0.51 1.73
N 2.93 0.80 0.89
C 3.65 2.09 0.94
C 4.46 2.20 -0.36
C 4.26 0.86 -1.11
C 3.32 -0.02 -0.27
C 1.09 -0.76 4.27
C 0.77 -1.42 5.46
H 0.23 -3.31 6.41
H 0.65 -4.60 4.33
H 1.30 -3.48 2.24
H 1.50 -1.45 0.93
H 2.09 1.10 2.69
H 2.95 2.93 1.03
H 4.35 2.15 1.78
H 4.11 3.04 -0.97
H 5.52 2.38 -0.15
H 3.84 1.03 -2.11
H 5.23 0.37 -1.26
H 3.87 -0.92 0.03
H 2.44 -0.32 -0.86
H 1.24 0.31 4.30
H 0.54 -0.84 6.36
O -5.00 1.03 -5.12
C -4.02 1.44 -4.59
Cr -2.70 2.24 -3.53
C -3.57 1.47 -2.10
O -4.31 1.02 -1.26
C -3.95 3.66 -3.38
O -4.84 4.36 -3.30
C -1.25 3.00 -5.01
C -1.22 1.60 -4.97
C -1.04 0.93 -3.73
C -0.80 1.62 -2.53
C -0.58 0.89 -1.25
C -0.37 0.20 -0.25
C -0.38 -0.49 1.04
C -1.26 -1.70 1.01
C -1.79 -2.20 2.21
C -2.38 -3.47 2.28
C -2.69 -4.17 1.10
C -2.45 -3.53 -0.12
C -1.79 -2.28 -0.17
C -0.96 3.02 -2.59
C -1.14 3.72 -3.80
H -1.43 3.54 -5.97
H -1.38 1.03 -5.90
H -1.13 -0.15 -3.72
H -0.67 0.22 1.89
H -1.63 -1.68 3.15
H -2.53 -3.97 3.24
H -3.11 -5.20 1.14
H -2.71 -4.07 -1.05
H -1.63 -1.86 -1.16
H -0.98 3.60 -1.67
H -1.22 4.82 -3.82
*
```

Calculated values
* ⟨S²⟩: 3.81
* DFT total energy: -67564.862 eV
* HOMO level (spin up / spin down): -12.387 / -13.461 eV
* LUMO level (spin up / spin down): -6.29 / -8.09 eV
* relative energy (zero: lowest compared OMol25 entry of this formula, charge and spin): 0.0 kcal/mol


Density functional theory data (ωB97M-V/def2-TZVPD) for C30H26HfN4OP as an isolated structure.

```
! RIJCOSX wB97M-V def2-TZVPD def2/J DEFGRID3
* xyz 3 1
Hf 2.47 2.70 16.40
O 3.69 -0.92 14.88
C 3.67 0.21 15.28
N 2.85 0.66 16.24
C 1.94 -0.34 16.79
C 1.16 0.31 17.87
C 0.41 -0.39 18.77
C -0.45 0.28 19.61
C -0.43 1.68 19.68
C 0.52 2.36 18.91
N 1.22 1.68 17.99
C 4.58 1.25 14.68
C 5.58 0.95 13.78
C 6.46 1.95 13.42
C 6.14 3.25 13.78
C 5.11 3.51 14.62
N 4.29 2.54 15.09
H 2.44 -1.29 17.06
H 1.26 -0.69 15.99
H 0.51 -1.47 18.67
H -1.17 -0.15 20.30
H -0.97 2.35 20.38
H 0.76 3.45 19.04
H 5.75 -0.10 13.59
H 7.36 1.75 12.82
H 6.74 4.05 13.46
H 4.93 4.52 14.83
N 3.58 4.11 17.84
C 3.65 5.37 17.16
C 4.84 6.06 17.15
C 4.97 7.26 16.54
C 3.81 7.89 16.10
C 2.55 7.29 16.19
C 2.46 5.95 16.60
P 1.03 4.95 16.34
C 1.42 4.32 14.69
C 0.89 3.06 14.50
C 1.10 2.48 13.27
C 1.72 3.13 12.23
C 2.23 4.45 12.47
C 2.18 4.97 13.72
C -0.36 6.03 16.26
C -0.90 6.60 17.37
C -2.02 7.47 17.24
C -2.61 7.70 16.03
C -2.00 7.10 14.91
C -0.97 6.20 15.02
H 3.13 4.13 18.74
H 4.50 3.77 18.12
H 5.59 5.44 17.62
H 5.90 7.83 16.60
H 3.89 8.91 15.74
H 1.71 7.84 15.77
H 0.23 2.54 15.21
H 0.63 1.53 13.02
H 1.86 2.68 11.25
H 2.63 5.00 11.59
H 2.50 5.97 13.98
H -0.42 6.56 18.30
H -2.43 7.88 18.18
H -3.39 8.38 15.98
H -2.32 7.36 13.94
H -0.58 5.68 14.09
*
```

Calculated values
* DFT total energy: -50111.721 eV
* HOMO level: -17.143 eV
* LUMO level: -10.02 eV


Number 1: maximum force 0.0982 Eh/bohr. Number 2: maximum force 0.0176 Eh/bohr. Number 3: maximum force 0.1962 Eh/bohr. Number 4: maximum force 0.0604 Eh/bohr.